28
Properties=species:S:1:pos:R:3:forces:R:3 method="wB97M-V/def2-TZVPD" de_lowest_kj_mol=161.29 homo_lumo_gap_ev="7.31 / 7.31" e_tot_ev=-85552.64408 charge=+1 e_homo_ha="-0.4520 / -0.4521"
C -0.5830 0.4385 -0.2581 -0.84 2.53 -0.95
C 0.4715 1.2657 -0.8163 3.80 0.52 1.18
C -0.5627 -0.5876 0.6666 -0.49 -1.56 0.94
C 1.4271 0.6054 -1.7838 -0.29 -0.97 -0.62
C 1.4269 -0.9689 -1.6952 -1.63 0.55 -2.51
C 2.1845 -1.4623 -0.5636 5.54 0.58 1.66
C 1.8491 -0.9170 0.8476 0.03 -2.56 -1.46
C -2.6052 0.0387 0.3181 -3.07 3.79 0.05
C -3.1480 1.7443 1.6924 1.55 -2.00 -0.27
N -1.7936 0.8349 -0.4777 -0.68 -0.56 0.48
N 0.7045 2.3813 -0.2491 -3.44 -1.42 0.74
N -1.8479 -0.8795 0.9845 1.27 -0.75 0.01
N 0.4666 -1.1778 1.1739 0.16 -2.16 2.28
Br -4.2756 -0.2870 -0.5242 0.07 -0.72 0.27
H 1.1539 1.1092 -2.7059 -0.06 -0.85 -0.89
H 2.4756 0.8471 -1.6653 0.10 0.70 0.58
H 0.3977 -1.3621 -1.5990 0.13 0.24 -0.32
H 1.8158 -1.4828 -2.6191 -0.35 0.89 0.71
H 2.4452 -2.5274 -0.6383 -1.08 -0.05 0.51
H 3.3497 -1.1186 -0.6413 -2.43 -0.24 -0.14
H 2.4691 -1.4496 1.5464 0.06 -0.25 0.43
H 2.0941 0.0850 0.9626 0.13 1.99 -0.01
H -2.6207 1.1745 2.5330 -1.18 1.17 -1.03
H -4.2622 1.8982 1.7192 1.38 -0.52 -0.18
H -2.5191 2.5396 1.2445 -0.64 -0.57 0.30
H 1.3224 2.9949 -0.6737 2.10 0.93 -1.08
H -2.1212 -1.7506 1.4108 -0.42 0.17 0.14
H 0.2856 -1.9862 1.8110 0.29 1.11 -0.81